The following is a quantum chemistry calculation of 4 unconnected molecules or ions with the total composition C3H16N2O3 in a non-equilibrium geometry, from the Open Molecules 2025 dataset.

Results
HOMO level: -0.33059 hartree
energy above the lowest of the compared OMol25 structures with the same formula, charge and spin: 49.42 kJ/mol
structure (SMILES): C[C@H](N)CN.O.O.O
orbital gap: 9.5591 eV

```
! RIJCOSX wB97M-V def2-TZVPD def2/J DEFGRID3
* xyz 0 1
C 2.51999 -1.01163 1.14829
C 1.22007 -0.57183 0.42026
N 0.65546 -1.66042 -0.38104
C 1.51344 0.62335 -0.50680
N 0.39475 0.92740 -1.37700
H 2.80498 -0.17404 1.78814
H 2.23640 -1.80915 1.82016
H 3.26433 -1.30839 0.41567
H 0.46165 -0.29405 1.15064
H 1.18608 -1.84575 -1.22519
H 0.47775 -2.49342 0.15411
H 2.42968 0.53555 -1.09249
H 1.70027 1.48666 0.13405
H -0.41908 1.13208 -0.82939
H 0.20501 0.27196 -2.10775
O -2.20942 -0.93775 -1.08054
H -1.29434 -1.03551 -0.75481
H -2.25811 -1.32638 -1.95462
O -1.20869 1.60521 1.35342
H -1.47146 2.14190 0.60360
H -0.82069 2.14462 2.04489
O -4.13730 1.08111 0.14366
H -3.38447 0.51906 -0.10438
H -3.86632 1.99942 0.23710
*
```

natural (NBO) atomic charge list, values in e, 8 entries: atom 1 (C): -0.622, atom 2 (C): -0.067, atom 3 (N): -0.879, atom 4 (C): -0.227, atom 5 (N): -0.843, atom 6 (H): 0.206, atom 7 (H): 0.205, atom 8 (H): 0.205